Entry 1:
Molecular formula: C21H16BrN3O7W
Method: DFT, the ωB97M-V functional and the def2-TZVPD basis

CARTESIAN COORDINATES (ANGSTROEM)
C1 1.22 -2.95 -0.66
H1 0.76 4.69 1.39
H2 2.32 -5.43 -2.66
C2 1.02 -5.06 0.43
H3 0.08 3.79 -0.86
C3 0.86 -3.69 0.47
C4 1.05 -1.50 -0.64
O1 0.77 -0.83 0.42
C5 1.91 -4.94 -1.79
H4 3.63 1.37 1.96
H5 -0.55 0.65 1.88
C6 3.17 0.35 0.09
C7 -3.93 0.77 2.29
O2 -0.47 1.51 -4.13
C8 0.59 3.64 1.14
H6 -4.77 1.21 -1.66
N1 -1.01 1.03 -0.68
C9 1.55 -5.70 -0.69
C10 -2.75 1.21 -2.35
O3 2.37 3.22 2.72
N2 1.61 1.52 1.37
H7 1.67 -6.77 -0.68
O4 2.97 1.36 -0.76
C11 -1.60 0.73 1.63
H8 2.70 -0.14 2.16
H9 -5.37 1.01 0.74
H10 -0.42 3.35 1.43
C12 1.75 -3.57 -1.78
H11 2.04 -2.96 -2.63
H12 -4.67 0.73 3.08
C13 -4.32 0.93 0.99
C14 -0.30 1.44 -2.94
C15 -1.99 0.92 0.29
C16 -3.36 1.00 -0.04
C17 -2.56 0.66 2.61
H13 -2.26 0.51 3.64
Br1 0.52 -6.09 1.94
O5 0.84 1.69 -2.32
H14 0.46 -3.19 1.34
C18 1.62 2.77 1.87
O6 3.49 -0.78 -0.26
C19 2.84 0.74 1.54
H15 1.69 3.68 -0.59
H16 -2.97 1.32 -3.40
W1 1.06 0.92 -0.57
O7 1.10 -0.77 -1.68
C20 -1.41 1.17 -1.96
N3 0.78 3.33 -0.29
C21 -3.73 1.15 -1.40

Frontier orbital gap (spin up / spin down): 5.9 / 7.6 eV
Multiplicity: 3
Highest occupied orbital energy (spin up / spin down): -7.32 / -9.13 eV
Energy relative to the best compared isomer or geometry (same formula, charge and spin): 44.31 kcal/mol
LUMO energy (spin up / spin down): -0.05142 / -0.05573 Ha
Electronic energy: -112710.707 eV
Molar mass: 686.117 Da

Entry 2:
Molecular formula: C21H16Cl2N2O4STb
Method: DFT, the ωB97M-V functional and the def2-TZVPD basis

CARTESIAN COORDINATES (ANGSTROEM)
C1 10.36 6.45 6.53
H1 6.97 15.71 10.15
C2 8.33 10.04 16.17
O1 7.90 12.51 8.87
C3 7.89 7.60 9.76
H2 7.33 5.56 9.93
H3 5.14 14.59 11.43
C4 6.11 9.99 15.06
C5 8.74 5.84 8.38
C6 8.99 10.08 14.94
H4 8.80 4.80 8.10
Tb1 8.92 10.85 9.77
Cl1 12.57 9.78 6.38
C7 7.96 6.22 9.45
Cl2 10.20 4.80 5.93
H5 5.41 12.88 11.84
C8 8.56 10.41 12.43
C9 5.52 13.23 9.78
C10 5.72 13.70 11.24
H6 5.06 9.81 15.05
H7 8.61 15.11 10.07
O2 10.33 10.33 8.20
H8 7.80 13.03 11.37
H9 5.42 12.19 9.73
C11 9.53 6.76 7.67
H10 7.19 7.99 10.43
H11 11.72 7.32 5.17
H12 10.07 10.01 14.83
O3 9.75 10.51 11.96
O4 5.19 10.16 11.98
C12 9.53 8.11 8.20
C13 11.26 8.75 6.71
H13 8.93 9.90 17.07
H14 4.60 13.63 9.30
H15 7.46 14.43 12.32
S1 6.96 13.74 8.84
C14 11.14 7.48 6.05
C15 7.57 14.78 10.17
N1 7.49 10.46 11.62
C16 6.92 10.00 16.21
H16 6.46 9.87 17.16
C17 6.78 10.12 13.84
C18 6.33 10.25 12.37
N2 8.65 8.53 9.19
C19 8.19 10.18 13.84
C20 10.40 9.11 7.70
C21 7.21 13.92 11.40

Frontier orbital gap (spin up / spin down): 7.3 / 7.3 eV
Multiplicity: 7
Highest occupied orbital energy (spin up / spin down): -10.60 / -10.60 eV
Net charge: +1
LUMO energy (spin up / spin down): -0.12223 / -0.12114 Ha
Electronic energy: -91519.944 eV
Molar mass: 622.267 Da